A 2-piece molecular cluster, C3H5F2NO overall, computed with wB97M-V/def2-TZVPD.

Calculated values
**Energy relative to the best compared isomer or geometry (same formula, charge and spin)**: 65.4 kcal/mol
**2S+1**: 3
**Lowest unoccupied orbital energy (spin up / spin down)**: 0.0287 / -0.0936 hartree
**Net charge**: 0

Each line ends with the Mulliken charge.
Atoms and positions in Å:
1 C 0.25 -1.12 1.27  -0.680
2 C -0.38 0.79 -0.85  -0.797
3 C -0.17 0.11 1.51  0.575
4 N -0.65 -0.06 -1.73  -0.242
5 O 0.34 -0.51 -2.53  -0.225
6 F -1.41 0.44 1.84  -0.216
7 F 0.63 1.16 1.68  -0.244
8 H 1.28 -1.32 1.07  0.314
9 H -0.46 -1.92 1.19  0.283
10 H 1.17 -0.02 -2.39  0.353
11 H 0.61 1.25 -0.74  0.341
12 H -1.22 1.21 -0.32  0.537

---

C8H7F3N2 in the gas phase, computed with wB97M-V/def2-TZVPD.

Calculated values
**Energy relative to the best compared isomer or geometry (same formula, charge and spin)**: 145.1 kcal/mol
**Lowest unoccupied orbital energy**: 0.0072 hartree
**Net charge**: 0

Each line ends with the Mulliken charge.
Atoms and positions in Å:
1 F 4.36 -0.22 0.28  -0.176
2 N 3.05 -0.15 0.79  -0.316
3 N 2.18 0.68 0.14  0.005
4 F 2.72 1.22 -1.03  -0.212
5 C 2.01 -0.72 0.04  0.986
6 F 2.21 -1.27 -1.18  -0.248
7 C 0.59 -1.32 0.76  -1.251
8 C -0.49 -0.48 0.25  0.709
9 C -0.83 0.67 0.98  -0.320
10 C -1.85 1.48 0.58  -0.674
11 C -2.49 1.20 -0.57  -0.302
12 C -2.20 0.05 -1.32  -0.848
13 C -1.13 -0.75 -0.89  -0.222
14 H 0.86 -1.16 1.73  0.426
15 H 0.57 -2.41 0.48  0.416
16 H -0.47 0.87 1.91  0.432
17 H -2.18 2.32 1.15  0.397
18 H -3.16 1.95 -0.79  0.427
19 H -2.85 -0.22 -2.16  0.340
20 H -0.90 -1.74 -1.15  0.432

---

A 2-piece molecular cluster, C3H5BrS overall, computed with wB97M-V/def2-TZVPD.

Calculated values
**Energy relative to the best compared isomer or geometry (same formula, charge and spin)**: 92.7 kcal/mol
**Lowest unoccupied orbital energy (spin up / spin down)**: -0.0685 / -0.0685 hartree
**Net charge**: 0

Each line ends with the Mulliken charge.
Atoms and positions in Å:
1 C -0.01 -0.98 -0.81  -0.244
2 C 0.75 -0.88 0.32  -0.698
3 C -0.37 1.43 0.27  -0.553
4 S -1.57 -1.66 -1.00  -0.246
5 Br -0.24 1.74 2.09  -0.024
6 H 0.47 -0.67 -1.81  0.266
7 H 0.20 -1.29 1.12  0.370
8 H 1.84 -0.62 0.43  0.316
9 H 0.29 1.79 -0.39  0.481
10 H -1.35 1.12 -0.21  0.332

---

A 5-piece molecular cluster, C16H42ClN2O4S overall, computed with wB97M-V/def2-TZVPD.

Calculated values
**Lowest unoccupied orbital energy**: -0.1112 hartree
**Net charge**: +1

Each line ends with the Mulliken charge.
Atoms and positions in Å:
1 C 3.85 0.65 -0.78  -0.985
2 C 2.90 1.05 0.36  -0.422
3 C 1.56 1.62 -0.10  -0.649
4 Cl 1.92 3.22 -0.85  -0.157
5 C 0.77 0.66 -1.03  0.075
6 C 0.10 1.40 -2.20  -1.164
7 C -0.96 0.59 -2.94  -0.963
8 N -0.94 -0.86 -2.60  0.081
9 C -0.97 -1.20 -1.13  -0.692
10 N -0.26 -2.45 -1.04  -0.526
11 C -0.38 -0.05 -0.27  -0.033
12 S 0.18 -0.68 1.33  -0.124
13 H 3.39 0.87 -1.75  0.205
14 H 4.78 1.20 -0.75  0.247
15 H 4.08 -0.41 -0.77  0.340
16 H 3.39 1.80 0.96  0.543
17 H 2.70 0.21 1.01  0.178
18 H 0.97 1.85 0.77  0.447
19 H 1.44 -0.10 -1.41  0.353
20 H 0.85 1.76 -2.88  0.538
21 H -0.41 2.25 -1.76  0.455
22 H -1.95 0.98 -2.80  0.344
23 H -0.76 0.65 -4.01  0.362
24 H -0.14 -1.34 -3.02  0.458
25 H -1.76 -1.29 -3.02  0.423
26 H -1.99 -1.40 -0.82  0.471
27 H -0.59 -3.01 -0.26  0.212
28 H 0.74 -2.30 -0.97  0.327
29 H -1.11 0.73 -0.06  0.478
30 H -0.98 -0.77 2.01  0.173
31 C -2.28 2.01 4.02  -0.786
32 C -3.27 1.04 4.63  -0.192
33 O -2.87 -0.31 4.41  -0.504
34 H -2.18 1.82 2.94  0.000
35 H -2.59 3.04 4.16  0.369
36 H -1.29 1.88 4.46  0.402
37 H -4.25 1.15 4.16  0.103
38 H -3.39 1.22 5.70  0.296
39 H -2.01 -0.43 4.84  0.312
40 C -0.08 -6.89 0.97  -1.068
41 C 0.02 -5.56 1.70  -0.196
42 O -0.95 -4.62 1.21  -0.501
43 H 0.06 -6.75 -0.10  0.279
44 H 0.67 -7.58 1.34  0.340
45 H -1.07 -7.34 1.13  0.326
46 H 0.99 -5.10 1.53  0.273
47 H -0.12 -5.69 2.77  0.274
48 H -1.82 -4.99 1.37  0.256
49 C 6.16 2.59 -4.14  -0.906
50 C 6.47 3.39 -2.89  -0.229
51 O 5.38 4.24 -2.52  -0.489
52 H 5.93 3.25 -4.97  0.281
53 H 7.01 1.96 -4.42  0.326
54 H 5.30 1.94 -3.97  0.225
55 H 7.32 4.05 -3.06  0.319
56 H 6.72 2.73 -2.05  0.221
57 H 4.62 3.68 -2.36  0.254
58 C -5.02 0.75 0.35  -0.730
59 C -5.71 1.64 1.38  -0.367
60 O -6.44 0.87 2.32  -0.533
61 H -5.76 0.14 -0.17  0.343
62 H -4.47 1.34 -0.38  0.251
63 H -4.32 0.07 0.85  0.176
64 H -6.41 2.30 0.89  0.348
65 H -4.97 2.25 1.90  0.219
66 H -5.83 0.28 2.76  0.313

---

A 4-piece molecular cluster, C15H31FNO10 overall, computed with wB97M-V/def2-TZVPD.

Calculated values
**Lowest unoccupied orbital energy**: 0.0721 hartree
**Net charge**: -1

Each line ends with the Mulliken charge.
Atoms and positions in Å:
1 C 0.62 -5.29 2.99  -0.946
2 C 1.80 -5.51 2.03  -0.341
3 O 3.03 -5.05 2.53  -0.340
4 C 3.19 -3.60 2.44  -0.404
5 N 2.70 -2.89 3.56  -0.565
6 F 1.66 -1.94 2.93  -0.300
7 H 0.44 -6.19 3.57  0.279
8 H 0.87 -4.48 3.68  0.399
9 H -0.29 -5.01 2.45  0.213
10 H 1.58 -5.09 1.04  0.284
11 H 1.92 -6.59 1.90  0.278
12 H 4.28 -3.49 2.29  0.223
13 H 2.69 -3.23 1.54  0.264
14 C 2.56 0.91 2.44  -0.993
15 C 1.09 0.73 2.13  -0.041
16 O 0.39 2.00 2.08  -0.378
17 C 0.53 2.71 0.98  0.720
18 O 1.14 2.42 -0.01  -0.560
19 O -0.14 3.87 1.14  -0.337
20 C -0.04 4.76 0.04  -0.620
21 H 2.67 1.48 3.37  0.266
22 H 3.01 -0.07 2.57  0.295
23 H 3.07 1.45 1.64  0.312
24 H 0.61 0.16 2.91  0.211
25 H 0.94 0.20 1.19  0.291
26 H -0.32 4.27 -0.89  0.293
27 H 0.98 5.14 -0.05  0.276
28 H -0.72 5.58 0.24  0.226
29 C -5.12 -8.51 0.88  -1.079
30 C -4.23 -7.32 1.19  -0.229
31 O -2.91 -7.49 0.64  -0.331
32 C -2.81 -7.23 -0.66  0.773
33 O -3.70 -6.87 -1.39  -0.571
34 O -1.54 -7.41 -1.02  -0.304
35 C -1.28 -7.19 -2.41  -0.666
36 H -4.65 -9.43 1.21  0.287
37 H -6.07 -8.40 1.40  0.351
38 H -5.31 -8.58 -0.19  0.307
39 H -4.06 -7.24 2.27  0.316
40 H -4.66 -6.39 0.84  0.316
41 H -1.65 -6.22 -2.72  0.306
42 H -1.74 -7.97 -3.01  0.295
43 H -0.20 -7.23 -2.52  0.221
44 C 2.86 8.33 -3.53  -1.085
45 C 2.33 9.29 -2.48  -0.177
46 O 1.19 10.02 -2.97  -0.353
47 C 0.04 9.35 -2.95  0.792
48 O -0.13 8.23 -2.55  -0.548
49 O -0.91 10.15 -3.45  -0.344
50 C -2.20 9.54 -3.52  -0.626
51 H 3.08 8.86 -4.45  0.302
52 H 3.78 7.86 -3.17  0.356
53 H 2.14 7.55 -3.74  0.298
54 H 3.06 10.05 -2.24  0.281
55 H 2.06 8.77 -1.56  0.303
56 H -2.50 9.13 -2.56  0.297
57 H -2.21 8.76 -4.28  0.291
58 H -2.89 10.34 -3.81  0.212

---

C3H4BrN3 in the gas phase, computed with wB97M-V/def2-TZVPD.

Calculated values
**Energy relative to the best compared isomer or geometry (same formula, charge and spin)**: 16.3 kcal/mol
**Lowest unoccupied orbital energy**: 0.0199 hartree
**Net charge**: 0

Each line ends with the Mulliken charge.
Atoms and positions in Å:
1 C -0.45 -0.13 -1.41  -0.867
2 N -0.02 -0.15 0.02  0.023
3 C 0.50 -1.11 0.95  0.023
4 N 0.65 -0.58 2.14  -0.367
5 N 0.32 0.75 2.03  -0.360
6 C 0.14 1.06 0.81  0.233
7 Br -0.29 2.69 0.09  -0.101
8 H -0.64 -1.10 -1.86  0.337
9 H 0.29 0.31 -2.08  0.326
10 H -1.35 0.39 -1.44  0.360
11 H 0.85 -2.13 0.75  0.393

---

C20H28N2O3 in the gas phase, computed with wB97M-V/def2-TZVPD.

Calculated values
**Energy relative to the best compared isomer or geometry (same formula, charge and spin)**: 9.0 kcal/mol
**Lowest unoccupied orbital energy**: 0.0259 hartree
**Net charge**: 0

Each line ends with the Mulliken charge.
Atoms and positions in Å:
1 O -1.92 -3.46 0.63  -0.656
2 C -1.74 -2.72 -0.31  0.266
3 C -2.88 -2.10 -1.10  -0.873
4 C -2.77 -0.61 -1.41  -1.157
5 C -2.88 0.32 -0.19  0.596
6 C -1.71 0.16 0.77  0.449
7 C -1.82 1.14 1.95  -1.360
8 C -1.89 2.58 1.45  -0.356
9 C -3.08 2.74 0.51  -0.890
10 C -2.96 1.77 -0.66  -0.803
11 N -0.51 -2.39 -0.80  -0.020
12 C 0.73 -2.67 -0.24  -0.205
13 C 0.97 -3.84 0.48  -0.187
14 C 2.24 -4.11 0.96  -0.792
15 C 3.28 -3.23 0.73  -0.692
16 C 3.04 -2.05 0.06  -0.095
17 C 1.77 -1.74 -0.40  0.387
18 C 1.49 -0.46 -1.12  0.594
19 O 0.90 -0.45 -2.20  -0.771
20 N 1.86 0.69 -0.52  0.362
21 C 2.34 0.87 0.83  -0.577
22 C 3.66 1.65 0.79  -0.731
23 O 3.49 2.88 0.12  -0.415
24 C 3.03 2.70 -1.20  -0.707
25 C 1.69 1.95 -1.21  -0.446
26 H -3.80 -2.30 -0.54  0.298
27 H -2.94 -2.65 -2.05  0.429
28 H -1.84 -0.38 -1.94  0.291
29 H -3.59 -0.36 -2.09  0.461
30 H -3.81 0.07 0.35  0.375
31 H -1.67 -0.85 1.17  0.449
32 H -0.78 0.35 0.23  -0.619
33 H -0.96 1.01 2.61  0.428
34 H -2.71 0.91 2.52  0.456
35 H -1.99 3.26 2.30  0.379
36 H -0.97 2.83 0.92  0.000
37 H -3.13 3.76 0.14  0.408
38 H -4.00 2.54 1.06  0.358
39 H -3.82 1.89 -1.33  0.424
40 H -2.07 2.00 -1.24  0.232
41 H -0.46 -1.72 -1.56  0.233
42 H 0.16 -4.53 0.64  0.475
43 H 2.41 -5.03 1.51  0.389
44 H 4.28 -3.46 1.08  0.426
45 H 3.86 -1.37 -0.13  0.511
46 H 2.47 -0.09 1.33  0.776
47 H 1.60 1.47 1.38  0.044
48 H 4.00 1.89 1.80  0.387
49 H 4.43 1.05 0.28  0.310
50 H 2.92 3.69 -1.62  0.355
51 H 3.77 2.13 -1.78  0.360
52 H 1.37 1.75 -2.23  0.539
53 H 0.93 2.55 -0.70  -0.097

---

C4H11ClNOP in the gas phase, computed with wB97M-V/def2-TZVPD.

Calculated values
**Energy relative to the best compared isomer or geometry (same formula, charge and spin)**: 47.3 kcal/mol
**Lowest unoccupied orbital energy**: 0.0135 hartree
**Net charge**: 0

Each line ends with the Mulliken charge.
Atoms and positions in Å:
1 C -0.27 2.11 0.69  -0.967
2 C -1.58 1.60 0.00  -0.569
3 P -1.47 -0.13 -0.59  0.904
4 O -1.93 -0.20 -1.95  -0.605
5 Cl -2.60 -1.29 0.59  -0.251
6 N 0.61 -0.69 -0.22  -0.180
7 C 0.66 -1.77 0.66  -0.966
8 C 0.98 -1.08 -1.55  -0.937
9 H -0.12 1.34 1.55  0.234
10 H 0.46 2.03 -0.07  0.271
11 H -0.35 3.11 0.89  0.433
12 H -1.78 2.10 -0.93  0.356
13 H -2.52 1.70 0.67  0.353
14 H -0.15 -1.66 1.51  0.244
15 H 0.48 -2.81 0.26  0.329
16 H 1.67 -1.98 1.08  0.360
17 H 1.93 -1.62 -1.63  0.356
18 H 0.15 -1.75 -2.00  0.369
19 H 1.09 -0.12 -2.04  0.267